No. 1
{
  "formula": "C4H10N3",
  "method": "ωB97M-V/def2-TZVPD",
  "lumo_ev": -3.2,
  "total_charge": 1,
  "gap_ha": 0.3997,
  "e_homo_ev": -14.04,
  "multiplicity": 1,
  "smiles": "CN1CN1[NH+]1CC1",
  "species": ["C", "N", "C", "N", "N", "C", "C", "H", "H", "H", "H", "H", "H", "H", "H", "H", "H"],
  "positions_angstrom": [[-2.4783, -0.5797, 0.1879], [-1.2727, -0.1928, -0.3328], [-0.6152, 1.0675, -0.3050], [-0.2888, 0.0952, 0.6287], [0.9834, -0.4835, 0.4903], [2.1140, 0.4178, 0.3712], [1.9080, -0.5574, -0.6982], [-2.6920, -0.0563, 1.1984], [-3.3251, -0.2753, -0.5279], [-2.4231, -1.6431, 0.2874], [-1.0235, 2.0164, 0.1652], [0.1388, 1.0742, -1.0557], [1.0154, -1.3456, 1.0422], [2.8048, 0.0722, 1.1596], [1.8686, 1.4481, 0.0898], [1.5046, -0.0734, -1.6185], [2.4670, -1.4400, -0.7308]]
}


No. 2
{
  "formula": "C4H10N3O",
  "method": "ωB97M-V/def2-TZVPD",
  "lumo_ev": [0.8, 0.7],
  "total_charge": 0,
  "gap_ha": [0.2593, 0.3506],
  "e_homo_ev": [-6.26, -8.87],
  "multiplicity": 2,
  "species": ["N", "C", "N", "O", "H", "H", "H", "H", "C", "C", "C", "N", "H", "H", "H", "H", "H", "H"],
  "positions_angstrom": [[-1.6879, -1.3572, -0.2149], [-0.7406, -1.8997, -1.0811], [0.4239, -2.3011, -0.4867], [-0.9285, -1.9647, -2.2751], [-2.5917, -1.3348, -0.6632], [-1.7165, -1.7569, 0.7114], [1.2473, -2.3528, -1.0590], [0.5989, -2.1167, 0.4879], [0.6224, 1.3746, -0.2543], [1.6390, 1.9016, -0.9422], [-0.5161, 1.0837, 1.9244], [0.4175, 1.6318, 1.0832], [-0.1228, 0.7279, -0.6919], [2.3762, 2.5413, -0.4811], [1.7087, 1.6742, -1.9968], [-0.6089, 1.5191, 2.9016], [-1.1186, 0.2645, 1.5812], [0.9979, 2.3651, 1.4566]]
}


No. 3
{
  "formula": "C4H10N3O",
  "method": "ωB97M-V/def2-TZVPD",
  "lumo_ev": -4.9,
  "total_charge": 1,
  "gap_ha": 0.3401,
  "e_homo_ev": -14.13,
  "multiplicity": 1,
  "smiles": "C/C=[NH+]/C(=O)N(C)N",
  "species": ["C", "C", "N", "C", "O", "N", "C", "N", "H", "H", "H", "H", "H", "H", "H", "H", "H", "H"],
  "positions_angstrom": [[-3.2357, -0.0410, 0.1371], [-1.9449, 0.5945, 0.0057], [-0.8621, -0.0699, -0.1172], [0.4070, 0.7286, 0.0206], [0.3786, 1.9024, 0.1715], [1.5202, -0.0918, -0.2122], [2.8099, 0.4754, 0.1037], [1.2978, -1.4846, -0.3818], [-3.3246, -0.8726, 0.8883], [-3.4557, -0.4722, -0.9146], [-3.9524, 0.7644, 0.3227], [-1.7832, 1.5975, 0.1532], [-0.7447, -1.1182, -0.2019], [3.5749, -0.3681, 0.3351], [3.1497, 1.2778, -0.5434], [2.6564, 0.8895, 1.1271], [1.7648, -1.7176, -1.2917], [1.7440, -1.9940, 0.3978]]
}


No. 4
{
  "formula": "C4H10N3O",
  "method": "ωB97M-V/def2-TZVPD",
  "lumo_ev": -4.1,
  "total_charge": 1,
  "gap_ha": 0.3660,
  "e_homo_ev": -14.11,
  "multiplicity": 1,
  "species": ["C", "C", "C", "C", "N", "N", "N", "O", "H", "H", "H", "H", "H", "H", "H", "H", "H", "H"],
  "positions_angstrom": [[3.2822, 0.7999, -0.7462], [-2.6224, -0.5590, -0.4309], [-0.5238, -1.7365, 0.4165], [-0.6797, 0.6546, 0.2960], [2.4563, 0.5697, 0.1749], [-1.3072, -0.5256, 0.0213], [-1.2874, 1.7575, 0.4499], [-3.3507, 0.3334, -0.6743], [4.3706, 0.4930, -0.6699], [3.0414, 1.0415, -1.7260], [-2.7462, -1.6312, -0.6550], [-0.2432, -1.7743, 1.3762], [-1.1028, -2.6178, 0.3307], [0.2822, -1.8772, -0.2871], [0.4469, 0.7127, 0.4852], [2.8950, 0.0355, 0.9380], [-0.6361, 2.4904, 0.5041], [-2.2749, 1.8333, 0.1966]]
}


No. 5
{
  "formula": "C4H10N3O",
  "method": "ωB97M-V/def2-TZVPD",
  "lumo_ev": -4.7,
  "total_charge": 1,
  "gap_ha": 0.3318,
  "e_homo_ev": -13.72,
  "multiplicity": 1,
  "species": ["C", "C", "C", "N", "H", "H", "H", "H", "H", "H", "N", "C", "N", "O", "H", "H", "H", "H"],
  "positions_angstrom": [[0.9687, -0.8468, -1.4625], [0.3413, -1.1906, -2.5721], [2.0177, 0.9605, -0.2646], [1.4832, 0.4709, -1.3098], [1.0799, -1.4831, -0.5983], [0.1990, -0.4884, -3.3822], [-0.0198, -2.2012, -2.6774], [2.3577, 1.9876, -0.2969], [2.1209, 0.3721, 0.6371], [1.2558, 1.1008, -2.0762], [-1.7106, -0.9001, 1.1951], [-0.9849, 0.1979, 1.6276], [-1.7112, 1.3079, 1.9443], [0.2405, 0.1841, 1.6519], [-2.6406, -0.9882, 1.5841], [-1.1825, -1.7494, 1.3438], [-2.6454, 1.2114, 2.3061], [-1.1697, 2.0547, 2.3500]]
}


No. 6
{
  "formula": "C4H10N3O2",
  "method": "ωB97M-V/def2-TZVPD",
  "lumo_ev": -2.7,
  "total_charge": 1,
  "gap_ha": 0.4126,
  "e_homo_ev": -13.88,
  "multiplicity": 1,
  "species": ["C", "C", "C", "C", "N", "N", "N", "O", "O", "H", "H", "H", "H", "H", "H", "H", "H", "H", "H"],
  "positions_angstrom": [[-1.6986, 0.5090, -1.8368], [1.4504, -0.3469, 2.0696], [-2.2942, -0.8394, -2.0022], [3.4199, -1.1476, 3.4191], [-2.0297, 1.5002, -2.6407], [2.2347, -0.9687, 2.6809], [-0.8174, 0.7042, -0.8917], [0.6053, 0.0954, 1.3817], [-0.2047, 1.9431, -0.7762], [-2.1950, -1.4366, -1.1005], [-3.3463, -0.7655, -2.2680], [-1.7836, -1.3593, -2.8139], [4.2780, -1.1160, 2.7449], [3.5208, -0.3722, 4.1785], [3.3761, -2.1242, 3.8968], [-2.7068, 1.3796, -3.3761], [-1.5980, 2.4058, -2.5131], [0.2985, 1.9276, 0.0574], [-0.5095, 0.0114, -0.2095]]
}


No. 7
{
  "formula": "C4H10N3S",
  "method": "ωB97M-V/def2-TZVPD",
  "lumo_ev": [-4.9, -5.0],
  "total_charge": 1,
  "gap_ha": [0.2852, 0.2817],
  "e_homo_ev": [-12.68, -12.63],
  "multiplicity": 1,
  "species": ["C", "C", "C", "C", "N", "N", "N", "S", "H", "H", "H", "H", "H", "H", "H", "H", "H", "H"],
  "positions_angstrom": [[0.5549, -0.4573, -0.4176], [1.4530, 1.7629, 0.1093], [-0.0123, -2.7417, 0.6179], [-0.0667, -1.7455, -0.5972], [0.3527, 0.7307, -0.0733], [2.6813, 1.4421, 0.0679], [-1.7777, 2.2977, 0.0630], [3.2503, 0.0040, -0.1111], [-0.7130, 1.4372, -0.1782], [1.0343, 2.6933, -0.0223], [1.0000, -3.0803, 0.7049], [-0.6355, -3.7170, 0.3352], [-0.3640, -2.3544, 1.5510], [-1.1409, -1.6404, -0.9385], [0.3268, -2.3036, -1.4314], [-2.6363, 1.9031, 0.4004], [-1.9886, 2.8369, -0.7772], [-1.3183, 2.9323, 0.6970]]
}


No. 8
{
  "formula": "C4H10N4",
  "method": "ωB97M-V/def2-TZVPD",
  "lumo_ev": [-12.4, -12.4],
  "total_charge": 2,
  "gap_ha": [0.3231, 0.3231],
  "e_homo_ev": [-21.20, -21.20],
  "multiplicity": 1,
  "smiles": "C[N+]1=N[N+](C)(C)C=N1",
  "species": ["C", "N", "N", "N", "C", "C", "C", "N", "H", "H", "H", "H", "H", "H", "H", "H", "H", "H"],
  "positions_angstrom": [[-2.7534, 0.6092, -0.0590], [-1.4992, 0.0319, -0.0751], [-0.2761, 0.8128, 0.0174], [0.7326, -0.2071, -0.0579], [1.5367, -0.0883, 1.2383], [1.5775, 0.3764, -1.1547], [0.0659, -1.4745, -0.1078], [-1.2355, -1.2479, -0.1431], [-2.6181, 1.6857, -0.2735], [-3.3059, 0.5803, 1.0603], [-3.4709, 0.1417, -0.6387], [1.1838, -0.6016, 2.1502], [2.6383, -0.4539, 0.9708], [1.5596, 0.9105, 1.4483], [2.5447, -0.2815, -1.0398], [1.1414, 0.3184, -2.1555], [1.7798, 1.4234, -1.1016], [0.3988, -2.5355, -0.0786]]
}


No. 9
{
  "formula": "C4H10N4O",
  "method": "ωB97M-V/def2-TZVPD",
  "lumo_ev": 0.8,
  "total_charge": 0,
  "gap_ha": 0.3432,
  "e_homo_ev": -8.49,
  "multiplicity": 1,
  "smiles": "CC(=O)[C@@H](N)N=C(N)N",
  "species": ["C", "C", "O", "C", "N", "N", "C", "N", "N", "H", "H", "H", "H", "H", "H", "H", "H", "H", "H"],
  "positions_angstrom": [[0.9084, -2.3330, 0.3277], [0.9843, -0.8443, 0.4911], [1.9100, -0.1790, 0.0325], [-0.2029, -0.1817, 1.1788], [0.0814, 1.0386, 1.9095], [-1.0940, -0.0192, 0.0531], [-0.9109, 0.8798, -0.8534], [0.2048, 1.6521, -1.0351], [-1.9375, 1.0748, -1.7392], [1.7547, -2.7004, -0.2509], [-0.0228, -2.5958, -0.1738], [0.9001, -2.8006, 1.3144], [-0.6841, -0.8889, 1.8677], [0.8932, 0.8959, 2.5169], [0.3033, 1.7929, 1.2747], [0.2620, 2.1715, -1.8982], [1.0983, 1.1973, -0.7111], [-1.7367, 1.3960, -2.6706], [-2.7116, 0.4440, -1.6344]]
}


No. 10
{
  "formula": "C4H10N4O2",
  "method": "ωB97M-V/def2-TZVPD",
  "lumo_ev": 0.1,
  "total_charge": 0,
  "gap_ha": 0.3361,
  "e_homo_ev": -9.03,
  "multiplicity": 1,
  "smiles": "CN(CCN(C)N=O)N=O",
  "species": ["C", "N", "C", "C", "N", "C", "N", "O", "N", "O", "H", "H", "H", "H", "H", "H", "H", "H", "H", "H"],
  "positions_angstrom": [[2.9137, -1.4899, -0.0214], [2.1241, -0.2340, 0.4888], [0.6765, -0.4256, 0.9113], [-0.1396, -0.3307, -0.4356], [-1.5909, 0.0498, -0.2710], [-2.1972, 1.0847, 0.6003], [-2.3928, -0.8156, -0.5521], [-3.5208, -0.6116, -0.0403], [2.4304, 1.0533, -0.4105], [1.6142, 1.8358, -0.3307], [3.8843, -1.3541, -0.9277], [3.4180, -2.2983, 0.8149], [2.2206, -2.1606, -0.4999], [0.4659, -1.3274, 1.2945], [0.5900, 0.6183, 1.5384], [-0.2061, -1.1837, -1.2151], [0.2482, 0.4360, -1.2126], [-2.9772, 1.5287, -0.0766], [-1.1727, 1.6858, 0.5728], [-2.7345, 0.8558, 1.5648]]
}


No. 11
{
  "formula": "C4H10N4O4PS2",
  "method": "ωB97M-V/def2-TZVPD",
  "lumo_ev": -3.3,
  "total_charge": 1,
  "gap_ha": 0.3189,
  "e_homo_ev": -12.02,
  "multiplicity": 1,
  "species": ["S", "P", "N", "C", "N", "C", "N", "N", "H", "H", "H", "H", "H", "H", "C", "C", "O", "S", "O", "O", "O", "H", "H", "H", "H"],
  "positions_angstrom": [[1.8189, -0.5198, 3.7665], [0.9176, -0.3532, 2.1009], [-0.5387, -1.3214, 1.9462], [-1.7780, -0.8647, 2.0831], [-2.1059, 0.4425, 2.2434], [-3.4141, 0.4670, 2.3438], [-3.9472, -0.7579, 2.2949], [-2.8946, -1.6139, 2.1162], [1.5689, -0.7811, 0.9467], [0.3378, 0.8640, 1.7489], [-0.4074, -2.3253, 1.9054], [-4.0187, 1.3545, 2.4833], [-4.9037, -1.0729, 2.3593], [-3.0303, -2.6112, 2.0325], [2.7192, 0.8603, -3.6892], [1.3392, 0.2635, -3.4774], [1.2643, 0.1077, -2.0429], [2.0564, 1.2964, -1.3267], [1.1544, 2.3114, -0.9121], [2.9269, 0.7058, -0.3697], [2.8466, 1.7943, -2.5961], [3.5105, 0.1154, -3.6163], [2.8094, 1.4260, -4.6113], [1.2221, -0.7207, -3.9206], [0.5461, 0.9331, -3.8088]]
}


No. 12
{
  "formula": "C4H10N5O2S",
  "method": "ωB97M-V/def2-TZVPD",
  "lumo_ev": [-5.4, -5.3],
  "total_charge": 1,
  "gap_ha": [0.2738, 0.2705],
  "e_homo_ev": [-12.90, -12.62],
  "multiplicity": 1,
  "species": ["C", "C", "C", "C", "N", "N", "N", "N", "N", "O", "O", "S", "H", "H", "H", "H", "H", "H", "H", "H", "H", "H"],
  "positions_angstrom": [[0.1605, 1.3456, 0.2844], [-1.9542, -1.0338, 0.2434], [1.2263, 1.9809, 1.1867], [2.3532, -0.4713, -1.2984], [-3.0348, 0.9351, -0.3678], [-2.9951, -0.3121, -0.1271], [0.2267, -0.0882, 0.3503], [-0.6238, -0.9924, 0.2768], [1.7448, -2.4199, 0.0558], [-0.6091, 1.8340, -0.4951], [-2.2841, -2.2938, 0.5511], [2.1526, -0.9908, 0.3793], [0.7138, 2.7297, 1.7660], [1.4075, 1.2202, 1.8876], [2.0083, 2.3905, 0.5037], [3.3521, -0.2474, -1.5749], [1.7556, 0.4314, -1.4816], [2.0150, -1.3042, -2.0587], [-3.7008, 1.3994, -0.9621], [-2.3902, 1.6912, -0.1100], [-3.1187, -2.7109, 0.1127], [1.5944, -3.0930, 0.8780]]
}


No. 13
{
  "formula": "C4H10NO",
  "method": "ωB97M-V/def2-TZVPD",
  "lumo_ev": 4.2,
  "total_charge": -1,
  "gap_ha": 0.2300,
  "e_homo_ev": -2.01,
  "multiplicity": 1,
  "smiles": "CN(C)CC[O-]",
  "species": ["C", "N", "C", "C", "C", "O", "H", "H", "H", "H", "H", "H", "H", "H", "H", "H"],
  "positions_angstrom": [[0.4367, 1.0351, -1.5548], [-0.1883, 1.0546, -0.2217], [0.8628, 1.1467, 0.7892], [-1.0752, -0.0959, -0.0424], [-0.4562, -1.5120, 0.1089], [0.3629, -1.6444, 1.1869], [-0.3319, 1.2587, -2.2994], [0.7838, 0.0282, -1.7757], [1.2455, 1.7580, -1.5697], [1.1399, 2.2104, 0.8614], [1.7589, 0.5375, 0.6122], [0.5028, 0.8152, 1.7567], [-1.7370, 0.1027, 0.8054], [-1.7107, -0.1284, -0.9535], [0.0882, -1.7370, -0.8352], [-1.3562, -2.1612, 0.2605]]
}


No. 14
{
  "formula": "C4H10NO",
  "method": "ωB97M-V/def2-TZVPD",
  "lumo_ev": [7.3, 7.2],
  "total_charge": -2,
  "gap_ha": [0.0975, 0.2525],
  "e_homo_ev": [4.68, 0.36],
  "multiplicity": 2,
  "species": ["C", "N", "C", "C", "C", "O", "H", "H", "H", "H", "H", "H", "H", "H", "H", "H"],
  "positions_angstrom": [[1.5485, -1.3285, -0.4070], [0.7318, -0.9366, 0.8414], [0.5747, 0.5704, 0.8343], [-0.7398, 1.1381, 0.3648], [-1.6492, 0.4317, -0.6798], [-1.8130, -0.9041, -0.4323], [2.5863, -1.5211, -0.1106], [1.4143, -0.5734, -1.1725], [1.1746, -2.3360, -0.6182], [-0.2226, -1.1918, 0.4233], [1.3918, 0.8953, 0.2056], [0.6364, 0.8389, 1.9066], [-1.4248, 1.1703, 1.2381], [-0.5705, 2.2001, 0.1087], [-2.5571, 1.0522, -0.8325], [-1.0815, 0.4947, -1.6700]]
}


Energy? In order: -322.2415; -397.8722; -397.6314; -397.6292; -397.6779; -472.9026; -720.4959; -376.5191; -452.6897; -527.5846; -1815.8729; -980.4010; -288.3545; -288.1759 Ha.